1.
Computed, not measured: a molecular structure, C18H29ClI2NP2PtS, with ωB97M-V/def2-TZVPD.

Computed properties:
<S²>: 6.02
2S+1: 5
Gap between HOMO and LUMO (spin up / spin down) in Ha: 0.1516 / 0.1132
Net charge: +3

Each line ends with the Löwdin charge.
Atoms and positions in Å:
1 I -2.248 4.869 -1.199  0.460
2 I 0.350 5.331 -1.872  0.532
3 Pt -0.443 -0.555 0.303  0.721
4 P 0.377 0.519 2.170  0.605
5 C 0.242 2.331 2.142  -0.253
6 C -0.322 -0.005 3.785  -0.223
7 H 0.277 0.530 4.535  0.072
8 H 2.433 0.429 3.403  0.070
9 H -0.220 -1.089 3.934  0.034
10 H 2.386 -0.835 2.131  -0.028
11 H -0.774 2.644 1.881  0.037
12 H -1.382 0.277 3.869  0.056
13 C 2.161 0.209 2.368  -0.271
14 H 0.496 2.690 3.148  0.071
15 H 2.715 0.850 1.681  0.061
16 H 0.942 2.745 1.411  0.047
17 P -0.423 -0.964 -2.004  0.634
18 C -0.815 0.481 -3.047  -0.245
19 C 1.183 -1.546 -2.654  -0.264
20 H -1.409 -3.163 -1.807  0.038
21 H -1.472 -2.554 -3.478  0.074
22 H -2.640 -1.949 -2.265  0.045
23 C -1.608 -2.282 -2.425  -0.227
24 H 1.618 -2.263 -1.955  -0.025
25 H 1.055 -2.021 -3.630  0.073
26 H -0.982 0.152 -4.083  0.075
27 H 0.021 1.188 -3.024  0.047
28 H 1.869 -0.703 -2.743  0.061
29 H -1.710 0.988 -2.673  0.035
30 Cl 1.325 -2.155 0.439  0.110
31 N -2.315 -0.967 0.739  -0.491
32 S -2.852 -1.911 1.989  1.132
33 C -4.433 -2.652 1.434  -0.379
34 C -5.115 -3.469 2.349  -0.059
35 C -6.155 -4.274 1.885  -0.026
36 C -6.584 -4.184 0.562  -0.025
37 C -5.996 -3.245 -0.287  -0.039
38 C -4.943 -2.432 0.158  -0.088
39 C -1.822 -3.394 2.029  -0.424
40 C -1.709 -4.295 0.974  -0.077
41 C -1.044 -5.507 1.194  -0.028
42 C -0.515 -5.809 2.447  -0.015
43 C -0.570 -4.860 3.472  -0.024
44 C -1.193 -3.635 3.249  -0.094
45 H -3.021 -0.347 0.366  0.032
46 H -4.801 -3.453 3.388  0.123
47 H -6.591 -4.999 2.566  0.130
48 H -7.324 -4.876 0.190  0.125
49 H -6.318 -3.175 -1.331  0.126
50 H -4.510 -1.644 -0.462  0.088
51 H -2.159 -4.009 0.026  0.100
52 H -0.962 -6.206 0.349  0.133
53 H -0.046 -6.778 2.624  0.134
54 H -0.146 -5.055 4.456  0.130
55 H -1.282 -2.846 3.991  0.093

Forces on atoms 1 to 6 (eV/Å):
I 1.858 0.511 -0.537
I -1.864 -0.188 0.437
Pt 0.496 -0.163 -0.711
P 1.219 0.570 1.086
C -0.210 -0.017 0.246
C -0.178 0.145 -0.364

***

2.
Computed, not measured: a molecular structure, C20H12BBiF9N6SbSe4, with ωB97M-V/def2-TZVPD.

Computed properties:
2S+1: 1
Gap between HOMO and LUMO in Ha: 0.2213
Net charge: -2

Each line ends with the Löwdin charge.
Atoms and positions in Å:
1 Bi -0.259 -1.282 -0.649  1.055
2 C 4.993 -1.384 1.605  -0.132
3 C 3.648 -1.682 1.449  -0.102
4 N 2.742 -0.731 1.267  0.140
5 C 3.164 0.527 1.260  -0.189
6 C 4.533 0.807 1.321  -0.085
7 N 5.444 -0.138 1.504  0.067
8 C 2.147 1.611 1.261  -0.191
9 C 2.476 2.823 1.858  0.039
10 C 1.520 3.824 1.924  -0.151
11 C 0.295 3.579 1.340  0.053
12 C 0.047 2.341 0.737  -0.178
13 N 0.943 1.363 0.748  0.164
14 C -1.264 2.151 0.063  -0.201
15 C -1.932 3.282 -0.409  -0.095
16 N -3.144 3.240 -0.944  0.095
17 C -3.684 2.038 -1.055  -0.108
18 C -2.992 0.892 -0.694  -0.179
19 N -1.792 0.938 -0.131  0.030
20 C 1.794 5.094 2.635  -0.165
21 C 2.453 5.099 3.861  -0.016
22 C 2.673 6.307 4.502  -0.155
23 N 2.292 7.487 4.014  0.041
24 C 1.666 7.475 2.838  -0.151
25 C 1.395 6.322 2.120  -0.009
26 H 5.724 -2.159 1.805  0.097
27 H 3.285 -2.701 1.471  0.110
28 H 4.914 1.812 1.185  0.110
29 H 3.453 2.977 2.292  0.109
30 H -0.480 4.330 1.380  0.115
31 H -1.453 4.251 -0.397  0.106
32 H -4.687 1.972 -1.458  0.105
33 H -3.419 -0.086 -0.863  -0.003
34 H 2.776 4.173 4.318  0.114
35 H 3.174 6.331 5.464  0.098
36 H 1.369 8.443 2.451  0.100
37 H 0.899 6.376 1.159  0.119
38 Se -4.784 -1.081 1.843  -0.240
39 Sb -3.059 -2.691 1.338  -0.268
40 Se -2.480 -2.568 -1.192  -0.031
41 Se -0.659 -1.856 1.855  -0.122
42 Se -3.359 -4.925 2.162  -0.263
43 F -0.439 1.348 -2.684  0.056
44 B 0.656 2.251 -2.696  -1.252
45 F 1.658 1.771 -1.822  0.082
46 F 1.168 2.368 -3.995  0.093
47 F 0.212 3.513 -2.233  0.085
48 F 2.360 -3.012 -1.441  -0.032
49 C 0.994 -3.244 -1.552  -0.549
50 F 0.723 -3.072 -2.904  -0.042
51 C 0.850 -4.745 -1.299  -0.615
52 F -0.417 -5.147 -1.283  0.112
53 F 1.486 -5.493 -2.237  0.112
54 F 1.407 -5.068 -0.116  0.120

Forces on atoms 1 to 6 (eV/Å):
Bi 0.754 -0.153 -0.374
C -0.020 -0.014 0.010
C -0.040 0.022 -0.109
N -0.226 -0.079 0.115
C 0.056 -0.081 -0.039
C 0.028 -0.019 -0.096

***

3.
Computed, not measured: a molecular structure, C23H33CsN4OP, with ωB97M-V/def2-TZVPD.

Computed properties:
2S+1: 1
Gap between HOMO and LUMO in Ha: 0.3180
Net charge: +1

Each line ends with the Löwdin charge.
Atoms and positions in Å:
1 Cs -0.350 -0.668 0.702  1.146
2 N 2.703 2.173 0.663  -0.135
3 P 2.664 0.468 0.571  0.930
4 C 2.835 0.213 -1.245  -0.354
5 C 1.663 -0.010 -1.968  -0.154
6 C 1.695 -0.191 -3.342  -0.072
7 C 2.907 -0.145 -4.012  -0.068
8 C 4.078 0.100 -3.308  -0.063
9 C 4.045 0.280 -1.934  -0.079
10 C 4.348 0.085 1.160  -0.388
11 C 4.875 -1.178 0.881  -0.112
12 C 6.109 -1.551 1.385  -0.072
13 C 6.828 -0.671 2.184  -0.074
14 C 6.300 0.573 2.488  -0.073
15 C 5.061 0.949 1.986  -0.094
16 C 1.582 2.931 0.917  -0.387
17 C 1.678 4.319 1.090  -0.008
18 C 0.536 5.026 1.388  -0.054
19 C -0.674 4.346 1.508  -0.069
20 C -0.671 2.986 1.297  -0.166
21 N 0.422 2.277 0.998  -0.017
22 H 3.553 2.671 0.453  0.110
23 H 0.715 -0.026 -1.444  -0.036
24 H 0.777 -0.358 -3.890  0.109
25 H 2.941 -0.291 -5.084  0.111
26 H 5.023 0.148 -3.835  0.111
27 H 4.967 0.467 -1.399  0.108
28 H 4.316 -1.863 0.254  0.108
29 H 6.509 -2.529 1.150  0.109
30 H 7.796 -0.964 2.570  0.109
31 H 6.852 1.253 3.123  0.109
32 H 4.650 1.915 2.252  0.096
33 H 2.638 4.809 0.998  0.115
34 H 0.582 6.097 1.539  0.116
35 H -1.588 4.869 1.751  0.106
36 H -1.596 2.421 1.370  0.093
37 C -6.345 -1.415 -0.414  -0.049
38 C -5.599 -0.125 -0.746  -0.647
39 C -6.213 1.054 0.019  -0.047
40 C -5.673 0.142 -2.248  -0.046
41 N -4.161 -0.304 -0.445  -0.096
42 N -3.832 -0.566 0.920  -0.031
43 H -7.366 -1.355 -0.789  0.090
44 H -6.402 -1.588 0.662  0.075
45 H -5.854 -2.267 -0.889  0.087
46 H -7.244 1.206 -0.300  0.090
47 H -5.658 1.974 -0.181  0.085
48 H -6.228 0.879 1.097  0.072
49 H -6.712 0.245 -2.561  0.090
50 H -5.218 -0.681 -2.798  0.085
51 H -5.149 1.066 -2.503  0.083
52 H -3.686 0.555 -0.698  0.097
53 H -4.171 -1.496 1.128  0.067
54 H -4.322 0.068 1.550  0.066
55 C -1.304 -4.604 1.331  -0.072
56 C -0.133 -4.196 0.453  -0.315
57 O -0.457 -3.083 -0.389  -0.356
58 H -1.026 -5.441 1.971  0.085
59 H -2.149 -4.914 0.714  0.082
60 H -1.621 -3.776 1.966  0.069
61 H 0.195 -5.046 -0.150  0.121
62 H 0.715 -3.885 1.067  0.111
63 H -1.154 -3.379 -0.985  0.093

Forces on atoms 1 to 6 (eV/Å):
Cs -1.197 0.455 1.085
N -0.008 0.001 0.161
P 0.990 0.239 -0.340
C -0.007 -0.065 0.110
C 0.139 0.009 0.014
C -0.092 0.048 -0.027

***

4.
Computed, not measured: 2 unconnected molecules or ions with the total composition C4H13N4O, with ωB97M-V/def2-TZVPD.

Computed properties:
2S+1: 1
Gap between HOMO and LUMO in Ha: 0.3903
Net charge: +1

Each line ends with the Löwdin charge.
Atoms and positions in Å:
1 C 1.532 1.164 -2.074  0.017
2 C 1.856 -0.119 -1.277  -0.551
3 O 1.174 -0.437 -0.306  -0.011
4 N 3.038 -0.682 -1.547  0.176
5 H 1.030 1.914 -1.487  0.074
6 H 1.160 0.893 -3.048  0.084
7 H 3.407 -1.467 -1.061  0.112
8 H 3.681 -0.354 -2.239  0.112
9 H 2.556 1.534 -2.207  0.080
10 C -2.682 1.013 0.595  -0.021
11 C -1.218 -0.707 1.442  -0.450
12 N -0.790 -1.993 1.479  0.208
13 N -2.376 -0.404 0.866  0.073
14 N -0.409 0.270 1.853  0.178
15 H -1.467 -2.650 1.836  0.132
16 H 0.211 -2.022 1.557  0.113
17 H -2.726 -1.116 0.279  0.144
18 H -0.003 0.959 1.234  0.117
19 H 0.226 0.185 2.632  0.134
20 H -3.645 1.031 0.097  0.098
21 H -1.967 1.398 -0.132  0.087
22 H -2.591 1.586 1.509  0.096

Forces on atoms 1 to 6 (eV/Å):
C 2.312 -1.375 0.284
C -0.536 1.718 1.065
O -0.184 -0.579 -0.257
N 0.570 -0.338 -0.651
H -0.698 -0.161 -0.041
H -0.562 0.337 -0.221

***

| no. | E (hartree) |
| --- | --- |
| 1 | -3012.733693 |
| 2 | -12082.589413 |
| 3 | -1551.797313 |
| 4 | -454.279709 |